# 1
DFT (ωB97M-V with the def2-TZVPD basis set) results for a 11-piece molecular cluster, C38H84O13 overall in a non-equilibrium geometry.

The calculation puts the LUMO energy (spin up / spin down) at 2.194 / 2.136 eV. The multiplicity is 2. The orbital gap (spin up / spin down) is 1.527 / 9.532 eV. Its charge is -1.

Each line ends with the Mulliken spin population.
Atoms and positions in Å:
C  12.73  -12.76  27.48  -0.01
C  11.56  -13.68  27.10  0.24
C  11.19  -14.41  28.41  -0.32
O  12.16  -13.85  29.41  -0.03
C  12.69  -12.56  28.99  0.18
H  12.63  -11.79  26.98  -0.06
H  13.60  -13.32  27.16  0.00
H  11.67  -14.30  26.21  -0.04
H  10.67  -13.07  26.91  -0.03
H  11.26  -15.49  28.33  0.03
H  10.16  -14.16  28.66  0.10
H  13.64  -12.25  29.42  -0.03
H  12.03  -11.75  29.30  0.01
C  13.76  -22.19  33.81  0.01
C  12.42  -21.91  33.10  -0.04
C  12.49  -23.01  31.99  0.02
O  13.03  -24.14  32.65  -0.02
C  13.87  -23.74  33.69  0.00
H  13.88  -21.76  34.81  0.00
H  14.49  -21.83  33.09  0.00
H  12.35  -20.84  32.86  0.00
H  11.66  -22.11  33.87  0.01
H  13.20  -22.75  31.20  0.00
H  11.56  -23.35  31.55  0.02
H  14.91  -24.05  33.56  0.00
H  13.45  -24.14  34.62  0.00
C  6.16  -24.43  28.40  0.03
C  6.58  -23.01  28.10  -0.09
C  7.59  -23.28  27.03  0.07
O  7.89  -24.68  27.01  -0.06
C  7.41  -25.23  28.20  0.01
H  5.33  -24.76  27.77  -0.01
H  5.69  -24.55  29.37  -0.01
H  6.91  -22.47  28.98  0.16
H  5.76  -22.37  27.79  -0.06
H  8.52  -22.74  27.21  -0.01
H  7.14  -22.94  26.10  0.01
H  8.14  -24.95  28.97  0.00
H  7.23  -26.31  28.15  -0.01
C  7.21  -21.24  31.86  0.03
C  7.72  -22.66  32.05  0.02
C  8.73  -22.60  33.16  -0.03
O  8.36  -21.38  33.86  -0.07
C  7.17  -20.77  33.32  -0.09
H  6.28  -21.19  31.29  0.02
H  7.86  -20.55  31.31  0.00
H  8.04  -23.13  31.12  0.05
H  6.97  -23.38  32.37  -0.02
H  9.71  -22.50  32.70  0.02
H  8.64  -23.51  33.76  0.00
H  7.19  -19.69  33.51  0.14
H  6.28  -21.15  33.83  0.00
C  5.58  -16.58  22.44  0.04
C  5.87  -17.60  23.53  0.07
C  5.18  -18.85  23.01  0.07
O  3.95  -18.38  22.59  -0.06
C  4.09  -16.97  22.19  0.02
H  6.11  -16.74  21.51  -0.03
H  5.64  -15.51  22.64  -0.03
H  5.37  -17.30  24.45  0.03
H  6.88  -17.69  23.93  -0.03
H  5.17  -19.49  23.89  0.00
H  5.75  -19.43  22.28  0.01
H  3.45  -16.30  22.75  0.01
H  3.73  -16.79  21.18  -0.01
C  7.78  -17.10  35.48  0.11
C  7.36  -16.50  34.15  0.61
C  8.26  -17.11  33.12  -0.52
O  9.29  -17.72  33.89  -0.20
C  8.78  -18.19  35.12  0.15
H  6.88  -17.43  36.01  -0.03
H  8.33  -16.34  36.03  -0.06
H  7.67  -15.46  34.13  0.01
H  6.31  -16.65  33.92  -0.25
H  8.58  -16.36  32.41  -0.11
H  7.77  -17.88  32.52  0.18
H  9.63  -18.28  35.80  0.00
H  8.42  -19.22  35.15  0.02
C  6.11  -13.69  27.55  0.21
C  4.89  -13.01  28.05  0.12
C  3.93  -14.20  27.98  0.11
O  4.15  -14.78  26.73  -0.13
C  5.54  -14.63  26.40  0.15
H  6.57  -14.33  28.31  0.11
H  6.92  -13.02  27.28  -0.17
H  4.56  -12.20  27.40  -0.10
H  5.09  -12.65  29.06  -0.07
H  2.92  -13.79  28.04  -0.01
H  4.15  -14.83  28.84  0.05
H  5.49  -13.96  25.54  -0.05
H  6.03  -15.59  26.32  -0.01
C  9.35  -13.74  31.59  0.63
O  7.99  -13.54  31.03  -0.46
H  9.73  -12.77  31.90  -0.05
H  9.27  -14.45  32.42  -0.13
H  10.01  -14.17  30.84  0.12
H  7.42  -13.04  31.62  0.21
C  12.26  -16.87  33.91  -0.03
O  11.80  -16.04  34.92  -0.06
H  11.69  -17.79  34.01  0.01
H  12.00  -16.36  32.98  0.02
H  13.32  -17.07  34.01  0.00
H  10.85  -16.14  34.93  0.05
C  -0.04  -17.53  25.54  0.04
O  0.71  -17.95  26.66  -0.05
C  1.94  -17.20  26.77  -0.07
C  2.53  -17.53  28.20  0.18
O  1.93  -16.81  29.30  -0.22
C  0.63  -17.24  29.67  0.12
H  0.32  -17.92  24.59  0.01
H  -0.14  -16.45  25.67  0.00
H  -0.98  -17.98  25.87  0.00
H  1.73  -16.13  26.85  0.05
H  2.70  -17.32  26.01  -0.04
H  3.50  -17.05  28.12  0.04
H  2.64  -18.55  28.56  0.05
H  0.04  -17.07  28.76  -0.01
H  0.19  -16.82  30.58  0.01
H  0.71  -18.31  29.80  -0.01
C  6.65  -18.84  27.04  -0.42
O  7.86  -18.26  27.62  -0.15
C  7.72  -17.36  28.72  0.08
C  9.03  -17.34  29.55  0.31
O  9.05  -18.49  30.44  0.01
C  10.31  -18.92  30.87  0.08
H  6.16  -19.46  27.79  0.05
H  6.81  -19.42  26.14  0.08
H  5.91  -18.06  26.84  0.11
H  6.92  -17.80  29.33  -0.11
H  7.51  -16.39  28.27  0.22
H  9.15  -16.40  30.10  -0.12
H  9.85  -17.44  28.84  0.11
H  10.96  -19.26  30.06  -0.05
H  10.16  -19.75  31.56  0.02
H  10.72  -18.07  31.40  0.03

---

# 2
DFT (ωB97M-V with the def2-TZVPD basis set) results for C5H29NO8 as an isolated structure in a non-equilibrium geometry.

The calculation puts the LUMO energy at 0.195 eV. The orbital gap is 8.744 eV. Its charge is 0. The relative energy (zero: lowest compared OMol25 entry of this formula, charge and spin) comes out at 485.6 kJ/mol.

Each line ends with the Mulliken charge.
Atoms and positions in Å:
C  2.65  -0.92  0.22  -1.06
N  1.46  -0.45  -0.49  0.08
C  0.55  0.17  0.47  0.18
C  0.16  -2.62  -0.41  -1.04
C  0.84  -1.55  -1.27  0.18
C  -0.12  -0.97  -2.30  -1.45
H  3.36  -1.40  -0.45  0.39
H  3.17  -0.04  0.61  0.32
H  2.42  -1.58  1.06  0.23
H  1.02  1.04  0.92  0.14
H  0.28  -0.51  1.29  0.38
H  -0.37  0.51  -0.02  -0.43
H  -0.10  -3.47  -1.04  0.57
H  -0.71  -2.22  0.11  0.04
H  0.84  -2.99  0.35  0.24
H  1.67  -2.01  -1.82  0.51
H  -0.54  -1.76  -2.92  0.53
H  -1.00  -0.47  -1.87  0.48
H  0.35  -0.23  -2.95  0.39
H  0.38  2.82  -1.08  0.40
H  -1.02  2.84  -0.46  0.44
O  -0.16  3.30  -0.42  -0.85
H  0.30  3.34  1.22  0.47
H  1.45  2.93  2.19  0.27
O  0.53  3.19  2.16  -0.75
H  1.63  1.10  -1.66  0.52
H  2.33  2.38  -2.17  0.29
O  1.46  1.96  -2.12  -0.78
H  -0.72  1.96  2.43  0.41
H  -1.90  1.66  1.46  0.41
O  -1.50  1.38  2.30  -0.79
H  -1.70  -0.84  -1.23  -0.17
H  -3.22  -0.92  -1.54  0.28
O  -2.57  -0.62  -0.90  -0.74
H  -2.51  1.14  -0.58  0.37
H  -3.26  2.47  -0.19  0.27
O  -2.39  2.05  -0.23  -0.72
H  0.00  -2.15  1.75  0.30
H  1.12  -2.96  2.40  0.24
O  0.85  -2.60  1.54  -0.48
H  -1.41  -0.36  2.31  0.46
H  -2.09  -1.27  1.31  0.27
O  -1.50  -1.32  2.06  -0.81

---

# 3
DFT (ωB97M-V with the def2-TZVPD basis set) results for a 4-piece molecular cluster, C4H13NO3 overall in a non-equilibrium geometry.

The calculation puts the LUMO energy at 0.563 eV. The orbital gap is 9.961 eV. Its charge is 0. The relative energy (zero: lowest compared OMol25 entry of this formula, charge and spin) comes out at 248.4 kJ/mol. As for the SMILES: C=NC(=C)C.O.O.O.

Each line ends with the Mulliken charge.
Atoms and positions in Å:
C  -0.71  2.12  -2.35  -0.26
N  -0.73  1.10  -1.61  -0.38
C  0.47  0.28  -1.52  0.54
C  1.68  0.81  -1.66  -0.90
C  0.09  -1.05  -0.98  -0.99
H  -1.58  2.76  -2.46  0.26
H  0.10  2.47  -3.00  0.26
H  1.83  1.88  -1.74  0.31
H  2.58  0.20  -1.60  0.27
H  -0.31  -0.86  0.02  0.19
H  0.87  -1.79  -0.77  0.37
H  -0.67  -1.58  -1.55  0.29
O  -1.23  -1.37  3.78  -0.70
H  -0.37  -1.00  3.55  0.34
H  -1.91  -0.99  3.22  0.34
O  0.74  2.20  1.44  -0.66
H  0.91  1.91  0.54  0.38
H  1.64  2.35  1.80  0.32
O  -0.97  -2.94  1.35  -0.59
H  -1.32  -2.60  2.18  0.32
H  -1.08  -3.90  1.38  0.29

---

# 4
DFT (ωB97M-V with the def2-TZVPD basis set) results for a 2-piece molecular cluster, C5H11O3 overall in a non-equilibrium geometry.

The calculation puts the LUMO energy at 3.719 eV. The orbital gap is 8.069 eV. Its charge is -1. The relative energy (zero: lowest compared OMol25 entry of this formula, charge and spin) comes out at 6.6 kJ/mol.

Each line ends with the Mulliken charge.
Atoms and positions in Å:
O  1.83  1.04  -1.18  -0.75
C  1.83  -0.16  -0.80  0.33
O  2.81  -0.86  -0.48  -0.74
C  0.42  -0.83  -0.65  -0.60
C  -0.42  -0.14  0.41  1.30
C  0.29  -0.11  1.75  -1.48
C  -1.79  -0.83  0.53  -1.58
H  0.66  -1.85  -0.31  0.23
H  0.02  -0.96  -1.65  0.41
H  -0.67  0.87  0.08  -0.37
H  0.48  -1.12  2.13  0.31
H  -0.25  0.48  2.48  0.39
H  1.32  0.23  1.65  0.39
H  -1.67  -1.91  0.74  0.34
H  -2.39  -0.63  -0.36  0.36
H  -2.35  -0.45  1.40  0.40
H  0.68  2.22  -2.15  0.43
H  -0.59  2.41  -1.37  0.29
O  -0.21  2.60  -2.24  -0.68

---

# 5
DFT (ωB97M-V with the def2-TZVPD basis set) results for a 2-piece molecular cluster, C6H11PS overall in a non-equilibrium geometry.

The calculation puts the LUMO energy at 0.053 eV. The orbital gap is 8.234 eV. Its charge is 0. The relative energy (zero: lowest compared OMol25 entry of this formula, charge and spin) comes out at 274.4 kJ/mol.

Each line ends with the Mulliken charge.
Atoms and positions in Å:
C  -1.18  0.18  -1.04  -0.29
C  -0.02  0.66  -0.63  -0.04
C  -1.47  -1.30  -0.98  -0.56
C  -0.17  -2.03  -0.55  -0.81
C  0.77  2.83  -0.42  -0.65
C  0.75  -0.43  1.70  -1.01
P  1.03  -0.64  -0.05  0.38
S  2.93  -0.65  -0.72  -0.44
H  -2.18  0.79  -1.22  0.23
H  -2.31  -1.40  -0.30  0.28
H  -1.77  -1.65  -1.95  0.37
H  -0.19  -2.76  0.24  0.45
H  0.31  -2.24  -1.53  0.29
H  -0.18  3.24  -0.65  0.32
H  1.58  3.04  -1.13  0.26
H  1.22  2.87  0.60  0.25
H  1.37  -1.08  2.33  0.32
H  0.86  0.67  1.95  0.26
H  -0.24  -0.83  1.86  0.41